Formula: C4H12O2
Source: OMol25
Level of theory: ωB97M-V with the def2-TZVPD basis set

XYZ file:
```
18
Properties=species:S:1:pos:R:3:forces:R:3
O -0.07897 -0.93392 2.01329 0.5682 -1.7055 -0.7728
C 0.90423 -1.91831 2.41064 -0.2378 0.6673 0.5141
C -1.78965 0.05254 -1.16641 -0.3375 0.0742 -1.0173
C -0.47585 -1.15120 0.65345 -0.2388 1.7275 -0.4957
C -1.12527 0.16533 0.16838 -0.3635 -0.1385 0.9355
H 0.58472 -2.96298 2.25836 -0.1549 0.3860 -0.0620
H 1.06672 -1.75376 3.48912 -0.0141 -0.1361 -0.4630
H 1.86019 -1.76231 1.88299 -0.3093 0.0043 0.0454
H -2.56062 -0.73502 -1.12224 0.2014 0.2825 -0.2210
H -1.11771 -0.16012 -2.01487 -0.1705 0.0744 0.3147
H -2.28606 1.02120 -1.34497 0.0429 -0.4777 -0.2920
H -1.24850 -1.92604 0.48586 0.4188 -0.1110 0.6095
H 0.38210 -1.38314 -0.00652 -0.0854 -0.0380 0.4250
H -0.47031 1.05673 0.21172 -0.0371 -0.6818 0.1317
H -2.00112 0.35935 0.81698 0.7195 0.0752 0.3465
O 2.80484 3.61331 -2.85948 -0.0624 1.2234 -0.1636
H 2.31444 4.26905 -2.31380 0.5455 -0.6800 -0.6133
H 3.23688 4.14929 -3.56255 -0.4850 -0.5463 0.7784
```
Forces are in eV/Å.

ΔE to the lowest compared entry with this formula, charge and spin   0.826 eV
Orbital gap   10.733 eV
F_max   1.96 eV/A
SMILES   CCCOC.O
Energy   -310.04255 hartree
Total charge   0